(1)
{
  "formula": "C3H6N2O",
  "method": "the ωB97M-V functional and the def2-TZVPD basis",
  "species": ["N", "C", "C", "O", "C", "N", "H", "H", "H", "H", "H", "H"],
  "positions_angstrom": [[1.016, 0.100, 1.145], [1.166, 0.063, -0.295], [-0.179, -0.494, -0.524], [-1.425, 0.165, 1.037], [-1.099, 0.100, -1.455], [-1.758, 0.582, -2.277], [-0.418, 0.280, 1.396], [1.419, -0.747, 1.545], [1.296, 1.059, -0.734], [1.957, -0.595, -0.675], [-0.351, -1.536, -0.283], [-1.794, 1.049, 0.879]],
  "forces_ev_per_angstrom": [[0.3, -0.1, 0.2], [0.0, 0.0, -0.2], [0.0, -0.2, -0.6], [0.0, 0.3, 0.3], [-0.4, 0.3, -0.6], [0.6, -0.4, 0.7], [-0.3, 0.0, -0.1], [0.0, 0.1, 0.0], [-0.1, -0.2, 0.1], [-0.1, 0.1, 0.1], [0.0, 0.2, 0.0], [0.0, -0.2, 0.1]],
  "lowdin_charge": [-0.014, -0.306, -0.066, -0.100, -0.211, 0.169, 0.017, 0.057, 0.124, 0.124, 0.134, 0.072],
  "energy_ev": -8231.4614,
  "total_charge": 0,
  "de_lowest_ev": 5.2373,
  "homo_energy_ev": [-8.43, -9.39],
  "gap_ev": [7.05, 8.34]
}


(2)
{
  "formula": "C3H6N2O",
  "method": "the ωB97M-V functional and the def2-TZVPD basis",
  "species": ["N", "C", "O", "C", "C", "N", "H", "H", "H", "H", "H", "H"],
  "positions_angstrom": [[-1.556, 0.923, -0.487], [-1.034, -0.320, -0.595], [-1.506, -1.209, -1.290], [0.154, -0.599, 0.302], [1.543, -0.227, -0.080], [0.813, 0.545, 0.928], [-2.477, 1.036, -0.878], [-1.118, 1.605, 0.119], [-0.033, -1.483, 0.900], [1.711, 0.310, -1.012], [2.371, -0.863, 0.235], [1.132, 0.283, 1.856]],
  "forces_ev_per_angstrom": [[0.0, -0.2, -0.1], [0.1, -0.5, 0.1], [0.2, 0.5, 0.3], [-0.1, 0.2, -0.3], [0.0, -0.1, -0.2], [0.0, 0.0, 0.3], [0.1, 0.3, 0.0], [-0.2, -0.2, -0.1], [0.3, -0.1, -0.1], [-0.1, -0.2, 0.1], [-0.3, 0.1, 0.0], [-0.1, 0.1, -0.1]],
  "lowdin_charge": [0.169, -0.524, 0.039, -0.237, -0.115, 0.007, 0.112, 0.095, 0.145, 0.109, 0.106, 0.095],
  "energy_ev": -8235.4526,
  "total_charge": 0,
  "de_lowest_ev": 1.2461,
  "homo_energy_ev": -9.69,
  "smiles": "NC(=O)[C@H]1CN1",
  "gap_ev": 10.65
}


(3)
{
  "formula": "C3H6N2O",
  "method": "the ωB97M-V functional and the def2-TZVPD basis",
  "species": ["N", "C", "N", "H", "H", "C", "C", "O", "H", "H", "H", "H"],
  "positions_angstrom": [[1.786, -0.869, -0.425], [1.696, -0.216, -1.459], [1.669, 0.549, -2.418], [0.898, -1.275, -0.126], [1.813, 0.147, -3.336], [-0.748, 0.581, 1.514], [-1.598, -0.203, 0.558], [-1.177, -1.044, -0.207], [0.314, 0.459, 1.288], [-0.946, 0.221, 2.532], [-1.020, 1.641, 1.489], [-2.686, 0.009, 0.592]],
  "forces_ev_per_angstrom": [[0.0, 0.3, -0.6], [0.0, -0.1, 0.1], [0.0, -0.3, 0.4], [0.0, 0.0, -0.1], [0.0, 0.0, 0.0], [0.1, 0.0, 0.0], [0.1, -0.3, -0.2], [-0.2, 0.3, 0.4], [-0.2, 0.0, 0.1], [0.0, 0.0, -0.1], [0.0, -0.1, 0.0], [0.1, 0.0, 0.0]],
  "lowdin_charge": [0.129, -0.383, 0.125, 0.038, 0.064, -0.050, -0.291, 0.016, 0.063, 0.089, 0.083, 0.118],
  "energy_ev": -8235.0012,
  "total_charge": 0,
  "de_lowest_ev": 1.6976,
  "homo_energy_ev": -10.09,
  "smiles": "N=C=N.CC=O",
  "gap_ev": 11.03
}


(4)
{
  "formula": "C3H6N2O",
  "method": "the ωB97M-V functional and the def2-TZVPD basis",
  "species": ["C", "C", "C", "N", "N", "O", "H", "H", "H", "H", "H", "H"],
  "positions_angstrom": [[-2.397, -0.408, -1.428], [-0.116, -0.450, 0.169], [1.966, 0.364, 1.071], [-1.402, 0.312, -1.361], [0.803, 0.542, 0.236], [-0.192, -1.535, 0.604], [-3.165, -0.101, -2.125], [-2.680, -1.239, -0.830], [1.702, -0.231, 1.993], [2.763, -0.113, 0.438], [2.219, 1.419, 1.395], [0.499, 1.440, -0.161]],
  "forces_ev_per_angstrom": [[-1.2, 0.3, -0.4], [-0.8, 2.5, -3.1], [0.6, 1.0, 0.6], [3.4, -0.2, 2.7], [-2.2, -0.8, -0.3], [-0.3, -0.4, 0.3], [-0.4, 0.0, -0.6], [0.2, -1.1, 0.8], [0.5, 0.5, -1.1], [-0.4, 0.5, 1.1], [0.3, -1.4, -0.2], [0.4, -0.9, 0.2]],
  "lowdin_charge": [-0.213, -0.345, -0.088, 0.041, -0.042, 0.116, 0.051, 0.045, 0.102, 0.100, 0.100, 0.134],
  "energy_ev": -8233.3902,
  "total_charge": 0,
  "de_lowest_ev": 3.3085,
  "homo_energy_ev": [-8.30, -8.30],
  "gap_ev": [9.11, 9.11]
}


(5)
{
  "formula": "C3H6N2O",
  "method": "the ωB97M-V functional and the def2-TZVPD basis",
  "species": ["N", "C", "O", "C", "C", "N", "H", "H", "H", "H", "H", "H"],
  "positions_angstrom": [[1.735, 0.193, -0.523], [0.956, 0.688, 0.483], [1.395, 1.397, 1.369], [-0.511, 0.343, 0.454], [-1.224, -0.330, -0.659], [-0.824, -1.084, 0.518], [2.733, 0.256, -0.379], [1.409, -0.560, -1.106], [-1.085, 1.027, 1.076], [-0.698, -0.604, -1.573], [-2.275, -0.083, -0.801], [-1.611, -1.242, 1.140]],
  "forces_ev_per_angstrom": [[0.1, 0.0, 0.1], [0.0, 0.1, 0.0], [0.0, -0.1, -0.2], [0.0, 0.2, 0.1], [-0.1, 0.0, -0.3], [-0.1, -0.2, 0.1], [-0.1, 0.0, 0.0], [0.0, 0.0, 0.1], [0.1, -0.1, -0.1], [-0.1, 0.1, 0.1], [0.2, 0.0, 0.0], [0.1, 0.0, -0.1]],
  "lowdin_charge": [0.167, -0.508, 0.052, -0.235, -0.144, 0.029, 0.111, 0.088, 0.143, 0.094, 0.107, 0.097],
  "energy_ev": -8235.3574,
  "total_charge": 0,
  "de_lowest_ev": 1.3413,
  "homo_energy_ev": -9.68,
  "smiles": "NC(=O)[C@H]1CN1",
  "gap_ev": 10.63
}


(6)
{
  "formula": "C3H6N2O",
  "method": "the ωB97M-V functional and the def2-TZVPD basis",
  "species": ["H", "N", "C", "C", "N", "H", "H", "H", "C", "O", "H", "H"],
  "positions_angstrom": [[-1.580, -0.796, -1.142], [-1.708, -0.570, -0.152], [-1.356, 0.620, 0.103], [-0.848, 1.553, -0.893], [-0.434, 2.259, -1.713], [-1.415, 0.986, 1.129], [-0.206, -2.377, 0.228], [0.534, -2.402, 0.163], [1.780, 0.332, 0.607], [2.217, -0.774, 0.792], [1.804, 0.819, -0.387], [1.321, 0.928, 1.425]],
  "forces_ev_per_angstrom": [[-0.1, 0.0, 0.1], [0.1, 0.5, -0.1], [-0.1, -0.3, 0.1], [0.4, 0.6, -0.8], [-0.4, -0.7, 0.9], [0.0, 0.0, -0.2], [0.1, -0.1, 0.0], [-0.1, -0.1, 0.0], [0.2, -0.3, 0.0], [-0.1, 0.6, 0.0], [0.1, -0.1, 0.1], [0.1, -0.1, -0.1]],
  "lowdin_charge": [0.070, 0.109, -0.258, -0.207, 0.165, 0.109, 0.026, 0.034, -0.170, -0.036, 0.076, 0.084],
  "energy_ev": -8232.8219,
  "total_charge": 0,
  "de_lowest_ev": 3.8769,
  "homo_energy_ev": -10.47,
  "smiles": "[H]/N=C\\C#N.[H][H].C=O",
  "gap_ev": 9.92
}


(7)
{
  "formula": "C3H6N2O",
  "method": "the ωB97M-V functional and the def2-TZVPD basis",
  "species": ["N", "C", "N", "H", "H", "C", "C", "O", "H", "H", "H", "H"],
  "positions_angstrom": [[0.395, -1.703, -1.240], [0.933, -0.718, -1.743], [1.609, 0.212, -2.161], [-0.543, -1.533, -0.892], [1.540, 0.441, -3.144], [-0.251, 0.032, 1.662], [-0.958, 1.066, 0.833], [-1.058, 1.030, -0.373], [0.180, -0.748, 1.032], [-0.956, -0.408, 2.377], [0.547, 0.505, 2.245], [-1.418, 1.900, 1.405]],
  "forces_ev_per_angstrom": [[0.2, 0.5, -0.3], [0.0, -0.1, -0.1], [-0.2, -0.4, 0.2], [0.0, 0.0, -0.1], [0.0, 0.0, 0.0], [0.1, -0.1, 0.0], [0.0, 0.0, -0.3], [0.0, -0.1, 0.6], [0.0, 0.1, 0.2], [0.1, 0.1, -0.1], [-0.1, 0.0, 0.0], [0.1, 0.0, -0.1]],
  "lowdin_charge": [0.123, -0.394, 0.141, 0.058, 0.070, -0.054, -0.304, 0.022, 0.051, 0.085, 0.086, 0.116],
  "energy_ev": -8234.9083,
  "total_charge": 0,
  "de_lowest_ev": 1.7904,
  "homo_energy_ev": -10.13,
  "smiles": "N=C=N.CC=O",
  "gap_ev": 11.09
}


(8)
{
  "formula": "C3H6N2O",
  "method": "the ωB97M-V functional and the def2-TZVPD basis",
  "species": ["O", "N", "C", "C", "N", "C", "H", "H", "H", "H", "H", "H"],
  "positions_angstrom": [[-1.521, 0.013, 1.888], [-0.616, -0.877, 1.326], [-0.143, -0.374, 0.264], [0.802, -0.983, -0.639], [1.192, 0.794, -0.943], [-0.088, 1.023, -0.290], [-1.755, -0.402, 2.726], [0.597, -1.285, -1.653], [1.378, -1.844, -0.272], [1.104, 0.915, -1.958], [-0.925, 1.255, -0.951], [-0.026, 1.766, 0.500]],
  "forces_ev_per_angstrom": [[-0.1, 0.3, 0.5], [0.0, -0.2, -0.6], [-1.2, 0.4, 0.2], [1.8, 1.4, -1.2], [0.8, -2.9, 0.0], [-0.9, -0.1, 0.6], [0.0, 0.0, -0.1], [-1.2, 0.2, -0.2], [0.8, 0.9, 0.4], [0.1, -0.3, 0.4], [0.0, 0.1, 0.0], [-0.1, 0.2, 0.0]],
  "lowdin_charge": [-0.058, 0.041, -0.371, 0.021, 0.017, -0.219, 0.092, 0.085, 0.099, 0.066, 0.119, 0.108],
  "energy_ev": -8231.7833,
  "total_charge": 0,
  "de_lowest_ev": 4.9154,
  "homo_energy_ev": -9.05,
  "gap_ev": 9.96
}


(9)
{
  "formula": "C3H6N2O",
  "method": "the ωB97M-V functional and the def2-TZVPD basis",
  "species": ["C", "C", "O", "N", "C", "N", "H", "H", "H", "H", "H", "H"],
  "positions_angstrom": [[1.052, 1.030, 1.507], [-0.537, 0.369, 0.873], [0.230, -0.544, 1.384], [-0.926, 0.133, -0.427], [-0.560, -0.947, -1.227], [-1.031, -1.060, -2.400], [1.993, 0.478, 1.601], [1.152, 1.753, 0.692], [0.743, 1.492, 2.438], [-1.578, 0.782, -0.848], [0.144, -1.618, -0.731], [-0.659, -1.894, -2.851]],
  "forces_ev_per_angstrom": [[0.5, 0.2, 0.2], [-0.2, -0.4, -0.3], [-0.1, 0.3, -0.1], [0.0, 0.1, 0.0], [0.0, 0.0, -0.1], [0.2, -0.1, 0.3], [-0.2, 0.0, -0.1], [-0.1, -0.1, 0.1], [0.0, -0.1, -0.2], [0.1, -0.1, 0.1], [-0.1, 0.0, -0.1], [-0.1, 0.1, 0.1]],
  "lowdin_charge": [0.018, -0.299, -0.063, 0.033, -0.284, 0.080, 0.077, 0.076, 0.073, 0.130, 0.122, 0.040],
  "energy_ev": -8231.6954,
  "total_charge": 0,
  "de_lowest_ev": 5.0033,
  "homo_energy_ev": -8.29,
  "gap_ev": 8.76
}


(10)
{
  "formula": "C3H6N2O",
  "method": "the ωB97M-V functional and the def2-TZVPD basis",
  "species": ["C", "O", "N", "C", "C", "N", "H", "H", "H", "H", "H", "H"],
  "positions_angstrom": [[1.633, -0.566, 0.543], [0.313, -0.041, 0.734], [-0.924, -0.890, -0.008], [-1.474, 0.319, -0.585], [-0.289, 1.306, -0.520], [0.349, 2.201, -0.929], [2.352, 0.147, 0.948], [1.820, -0.741, -0.520], [1.711, -1.493, 1.112], [-1.437, -1.127, 0.842], [-2.295, 0.734, 0.007], [-1.758, 0.152, -1.624]],
  "forces_ev_per_angstrom": [[-0.8, -0.7, -0.1], [-1.2, -2.4, 0.2], [3.0, 1.1, 1.7], [0.9, 1.3, 0.2], [-1.0, 1.9, -2.7], [-0.9, -1.5, 1.1], [-0.3, 0.2, -0.1], [0.1, 0.0, 0.1], [0.2, -0.1, -0.1], [0.2, 0.0, -0.1], [0.0, 0.0, -0.3], [0.0, 0.2, 0.1]],
  "lowdin_charge": [-0.084, -0.253, 0.091, -0.174, -0.301, 0.128, 0.094, 0.088, 0.080, 0.103, 0.114, 0.115],
  "energy_ev": -8231.7407,
  "total_charge": 0,
  "de_lowest_ev": 4.9580,
  "homo_energy_ev": -9.75,
  "smiles": "CONCC#N",
  "gap_ev": 10.24
}


(11)
{
  "formula": "C3H6N2O",
  "method": "the ωB97M-V functional and the def2-TZVPD basis",
  "species": ["N", "C", "O", "N", "C", "C", "H", "H", "H", "H", "H", "H"],
  "positions_angstrom": [[1.963, 0.453, -0.230], [0.832, -0.305, -0.337], [0.686, -1.215, -1.124], [-0.177, 0.092, 0.570], [-1.516, -0.511, 0.470], [-1.687, 0.801, -0.196], [2.155, 0.967, 0.615], [2.755, 0.132, -0.766], [-1.437, -1.428, -0.116], [-1.958, -0.676, 1.454], [-1.419, 0.638, -1.254], [-0.195, 1.052, 0.915]],
  "forces_ev_per_angstrom": [[0.1, 0.0, 0.0], [-0.1, -0.1, -0.2], [0.1, 0.4, 0.3], [0.1, 0.1, -0.2], [-0.1, -0.1, 0.1], [-0.2, -0.2, -0.3], [0.0, -0.1, -0.1], [-0.1, 0.0, 0.1], [0.0, 0.1, 0.1], [0.1, 0.1, -0.2], [-0.1, 0.0, 0.1], [0.4, -0.2, 0.3]],
  "lowdin_charge": [0.169, -0.589, 0.074, -0.014, -0.253, 0.048, 0.104, 0.112, 0.107, 0.101, 0.026, 0.115],
  "energy_ev": -8232.7981,
  "total_charge": 0,
  "de_lowest_ev": 3.9006,
  "homo_energy_ev": -8.48,
  "gap_ev": 9.14
}


(12)
{
  "formula": "C3H6N2O",
  "method": "the ωB97M-V functional and the def2-TZVPD basis",
  "species": ["O", "C", "N", "C", "C", "N", "H", "H", "H", "H", "H", "H"],
  "positions_angstrom": [[-2.958, -0.471, -0.341], [-2.268, 0.441, 0.040], [-0.977, 0.101, 0.805], [0.150, 0.618, 0.042], [0.316, -0.694, -0.655], [-0.584, -1.226, 0.449], [-2.390, 1.462, 0.022], [0.985, 0.704, 0.752], [-0.119, 1.586, -0.334], [-0.289, -0.935, -1.496], [1.358, -0.920, -0.796], [-1.395, -1.775, 0.187]],
  "forces_ev_per_angstrom": [[-0.2, 1.4, 0.0], [2.8, -4.7, 1.8], [-3.3, 0.4, -1.6], [0.5, 1.2, 1.5], [-1.7, -0.4, 0.2], [1.9, -1.0, 1.3], [-0.9, 2.6, -0.3], [-0.1, 0.4, -0.3], [0.5, 0.5, -1.0], [0.1, 0.7, -1.6], [0.2, -1.1, 0.3], [0.1, 0.0, -0.4]],
  "lowdin_charge": [0.052, -0.209, -0.093, -0.194, -0.127, -0.025, 0.097, 0.117, 0.101, 0.097, 0.098, 0.088],
  "energy_ev": -8232.8554,
  "total_charge": 0,
  "de_lowest_ev": 3.8433,
  "homo_energy_ev": -8.50,
  "smiles": "O=CN1CCN1",
  "gap_ev": 9.44
}


Question: Number 10 is which compound?
Answer: C3H6N2O


Please write out number 8 again, unchanged.
{
  "formula": "C3H6N2O",
  "method": "the ωB97M-V functional and the def2-TZVPD basis",
  "species": ["O", "N", "C", "C", "N", "C", "H", "H", "H", "H", "H", "H"],
  "positions_angstrom": [[-1.521, 0.013, 1.888], [-0.616, -0.877, 1.326], [-0.143, -0.374, 0.264], [0.802, -0.983, -0.639], [1.192, 0.794, -0.943], [-0.088, 1.023, -0.290], [-1.755, -0.402, 2.726], [0.597, -1.285, -1.653], [1.378, -1.844, -0.272], [1.104, 0.915, -1.958], [-0.925, 1.255, -0.951], [-0.026, 1.766, 0.500]],
  "forces_ev_per_angstrom": [[-0.1, 0.3, 0.5], [0.0, -0.2, -0.6], [-1.2, 0.4, 0.2], [1.8, 1.4, -1.2], [0.8, -2.9, 0.0], [-0.9, -0.1, 0.6], [0.0, 0.0, -0.1], [-1.2, 0.2, -0.2], [0.8, 0.9, 0.4], [0.1, -0.3, 0.4], [0.0, 0.1, 0.0], [-0.1, 0.2, 0.0]],
  "lowdin_charge": [-0.058, 0.041, -0.371, 0.021, 0.017, -0.219, 0.092, 0.085, 0.099, 0.066, 0.119, 0.108],
  "energy_ev": -8231.7833,
  "total_charge": 0,
  "de_lowest_ev": 4.9154,
  "homo_energy_ev": -9.05,
  "gap_ev": 9.96
}